No. 1
A cluster of 2 separate species, C5H15NO2 in total in a non-equilibrium geometry. Source: the OMol25 dataset; level of theory: the ωB97M-V functional and the def2-TZVPD basis.

XYZ file:
```
23
Properties=species:S:1:pos:R:3:mulliken_charge:R:1
N 2.12 0.85 -3.28 -0.604
C 1.78 0.28 -1.97 -0.477
C 0.52 0.95 -1.39 -0.550
C -0.76 0.08 -1.36 -0.750
C -1.45 0.00 0.03 -0.911
C -0.58 -0.47 1.20 -0.078
O -1.47 -0.22 2.33 -0.528
H 2.82 0.25 -3.74 0.212
H 1.38 0.94 -3.97 0.199
H 1.74 -0.81 -1.85 0.305
H 2.72 0.56 -1.43 0.276
H 0.87 1.15 -0.37 0.222
H 0.35 1.95 -1.78 0.379
H -1.42 0.47 -2.13 0.340
H -0.49 -0.97 -1.55 0.346
H -1.75 1.01 0.24 0.408
H -2.37 -0.56 -0.18 0.425
H -0.49 -1.58 1.21 0.192
H 0.39 0.00 1.34 0.299
H -2.37 -0.10 2.01 0.295
O -0.56 -1.24 5.93 -0.630
H -1.20 -1.50 5.26 0.317
H 0.23 -1.03 5.42 0.313
```

As for the LUMO energy: 0.0323 hartree. As for the orbital gap: 10.17 eV. As for the SMILES: NCCCCCO.O. As for the total charge: 0. The value obtained for the electronic energy is -404.68792 Ha.

No. 2
The molecule C5H8O3S in a non-equilibrium geometry. Source: the OMol25 dataset; level of theory: the ωB97M-V functional and the def2-TZVPD basis.

XYZ file:
```
17
Properties=species:S:1:pos:R:3:mulliken_charge:R:1
C 2.88 0.00 -0.36 -0.609
C 1.82 -0.47 0.27 0.355
O 1.20 0.16 1.24 -0.354
C -0.13 0.48 1.04 -0.611
C -0.72 0.82 -0.08 0.330
C -2.25 1.22 -0.16 -1.252
S 0.74 -1.84 -0.40 0.744
O 0.15 -2.36 0.82 -0.573
O -0.23 -1.56 -1.42 -0.507
H 3.14 -0.55 -1.22 0.265
H 3.58 0.91 -0.07 0.240
H -0.54 0.44 2.05 0.344
H -0.22 0.74 -1.02 0.426
H -2.69 0.96 -1.10 0.325
H -2.72 0.71 0.59 0.388
H -2.36 2.36 0.00 0.284
H 1.72 -2.93 -0.85 0.205
```

As for the LUMO energy: 0.0089 hartree. As for the orbital gap: 9.35 eV. As for the SMILES: C=C(O/C=C/C)[SH](=O)=O. As for the total charge: 0. The value obtained for the electronic energy is -819.06755 Ha.

No. 3
A structure of composition C6H16FO6RbS2 in a non-equilibrium geometry. Source: the OMol25 dataset; level of theory: the ωB97M-V functional and the def2-TZVPD basis.

XYZ file:
```
32
Properties=species:S:1:pos:R:3:mulliken_charge:R:1
Rb 1.11 -0.59 -0.42 0.888
F 3.84 -0.20 -1.34 -0.946
O 1.18 2.15 0.25 -0.523
S 1.97 3.34 0.48 1.140
O 2.55 4.05 -0.62 -0.624
O 1.13 4.38 1.41 -0.311
C 0.54 5.49 0.72 -0.339
C -0.90 5.12 0.27 -0.881
C 3.29 2.95 1.64 -0.937
H 1.09 5.81 -0.16 0.309
H 0.46 6.33 1.40 0.320
H -1.21 5.59 -0.67 0.308
H -1.62 5.60 0.93 0.292
H -1.06 4.05 0.22 0.235
H 4.05 3.71 1.60 0.312
H 3.66 2.00 1.24 0.379
H 2.84 2.83 2.62 0.320
O -0.46 -5.18 -2.54 -0.584
S -0.44 -4.64 -1.21 1.022
O 0.08 -3.30 -1.07 -0.407
O -1.97 -4.70 -0.59 -0.304
C -2.81 -3.71 -1.17 -0.350
C -3.14 -2.64 -0.13 -0.958
C 0.30 -5.81 -0.06 -0.918
H -3.72 -4.17 -1.55 0.403
H -2.41 -3.20 -2.05 0.314
H -4.08 -2.12 -0.33 0.370
H -2.31 -1.94 -0.11 0.170
H -3.25 -3.09 0.86 0.281
H -0.45 -6.59 0.07 0.339
H 0.55 -5.36 0.90 0.328
H 1.19 -6.15 -0.57 0.353
```

As for the LUMO energy: -0.0106 hartree. As for the orbital gap: 7.07 eV. As for the total charge: 0. The value obtained for the electronic energy is -1609.93116 Ha.

No. 4
The molecule C5H6BrCl3 in a non-equilibrium geometry. Source: the OMol25 dataset; level of theory: the ωB97M-V functional and the def2-TZVPD basis.

XYZ file:
```
15
Properties=species:S:1:pos:R:3:mulliken_charge:R:1
C -0.59 -0.51 0.63 0.890
C -0.81 -1.95 0.82 0.130
C -1.46 0.08 1.77 0.005
C 0.81 -0.04 0.92 -1.745
C -0.95 0.09 -0.76 -1.228
Cl -2.00 -3.04 0.20 -0.106
Cl -0.01 -2.60 2.17 -0.118
Cl -0.96 -0.11 3.37 -0.095
Br -3.31 -0.09 1.48 -0.105
H 0.88 1.05 0.92 0.421
H 1.44 -0.40 0.22 0.500
H 1.09 -0.32 1.99 0.423
H -0.32 -0.51 -1.46 0.372
H -0.46 1.14 -0.79 0.320
H -2.06 0.03 -1.02 0.336
```

As for the LUMO energy (alpha / beta): -0.0134 / -0.0075 hartree. As for the orbital gap (alpha / beta): 7.67 / 8.01 eV. As for the total charge: 0. The value obtained for the electronic energy is -4148.58363 Ha.

No. 5
A structure of composition C7H6N4O3 in a non-equilibrium geometry. Source: the OMol25 dataset; level of theory: the ωB97M-V functional and the def2-TZVPD basis.

XYZ file:
```
20
Properties=species:S:1:pos:R:3:mulliken_charge:R:1
C -3.28 2.18 -0.07 -0.213
C -4.03 0.08 -0.18 0.149
C -2.06 0.32 0.19 -0.001
C 0.34 1.26 -0.28 -0.471
C 0.21 -0.10 -0.16 0.819
C -0.73 2.22 -0.09 0.305
C 1.30 -1.01 -0.14 -1.421
N -4.25 1.38 -0.16 -0.410
N -2.00 1.63 0.13 0.080
N -1.04 -0.53 0.14 -0.046
N -4.72 -1.08 0.02 0.876
O -0.49 3.41 0.06 -0.576
O -4.14 -2.11 0.41 -0.600
O -5.94 -1.02 -0.01 -0.568
H -3.46 3.23 -0.20 0.470
H 1.34 1.74 -0.39 0.355
H 2.09 -0.45 0.25 0.370
H 1.71 -1.48 -1.01 0.313
H 1.20 -1.90 0.46 0.363
H -1.25 -1.48 0.14 0.208
```

As for the LUMO energy: -0.0285 hartree. As for the orbital gap: 7.55 eV. As for the total charge: 0. The value obtained for the electronic energy is -714.87215 Ha.

No. 6
A structure of composition C24H52Br18N2O8S in a non-equilibrium geometry. Source: the OMol25 dataset; level of theory: the ωB97M-V functional and the def2-TZVPD basis.

XYZ file:
```
105
Properties=species:S:1:pos:R:3:mulliken_charge:R:1
C -1.32 1.18 -5.14 -0.828
O -2.03 0.61 -4.03 -0.442
C -1.90 1.44 -2.80 -0.255
C -2.73 0.63 -1.71 -0.190
N -2.09 -0.76 -1.55 0.987
H -1.84 -1.09 -2.47 0.366
H -1.30 -0.58 -0.95 -1.135
C -2.95 -1.69 -0.70 -0.464
C -2.09 -2.98 -0.42 0.093
O -1.70 -3.52 -1.68 -0.397
C -0.63 -4.51 -1.63 -0.566
H -1.38 0.55 -6.02 0.282
H -0.28 1.46 -4.98 0.269
H -1.80 2.12 -5.41 0.378
H -2.38 2.41 -2.92 0.792
H -0.91 1.68 -2.42 -0.090
H -3.75 0.40 -2.00 0.621
H -2.65 1.05 -0.71 -0.103
H -3.83 -1.95 -1.29 0.650
H -3.35 -1.17 0.17 -0.020
H -2.69 -3.67 0.17 0.682
H -1.27 -2.69 0.24 -0.283
H -0.92 -5.37 -1.02 0.403
H 0.35 -4.12 -1.37 -0.008
H -0.47 -4.93 -2.63 0.243
C -0.12 4.73 6.02 -0.771
O 0.58 3.69 5.39 -0.415
C -0.23 2.59 5.00 -0.018
C 0.75 1.49 4.69 0.041
N 1.66 1.92 3.53 1.124
H 1.03 2.00 2.74 -0.380
H 2.06 2.83 3.73 0.706
C 2.82 0.93 3.21 1.261
C 4.12 1.29 4.00 -1.028
O 4.35 2.69 3.87 -0.229
C 5.44 3.12 4.66 -0.864
H 0.44 5.16 6.85 0.239
H -1.11 4.37 6.28 0.332
H -0.18 5.59 5.35 0.259
H -0.79 2.90 4.12 -0.493
H -0.94 2.20 5.73 0.633
H 0.20 0.58 4.44 -0.384
H 1.34 1.25 5.58 0.707
H 2.99 1.04 2.14 -0.330
H 2.46 -0.10 3.30 -0.770
H 4.87 0.67 3.51 0.543
H 4.08 0.99 5.05 0.437
H 5.59 4.18 4.49 0.243
H 6.35 2.59 4.36 0.333
H 5.29 2.95 5.73 0.318
S -0.17 0.24 1.22 1.690
O -1.60 -0.09 1.30 -0.580
O 0.24 -0.25 -0.09 -1.164
O 0.05 1.71 1.32 -1.395
O 0.57 -0.41 2.27 -0.516
C 2.32 -2.84 0.62 1.495
Br 1.11 -4.23 1.35 -0.083
Br 3.11 -3.33 -1.13 -0.079
Br 3.68 -2.27 2.00 -0.029
H 1.71 -1.95 0.47 -1.313
C -3.09 2.64 2.87 1.324
Br -3.63 2.08 4.75 -0.105
Br -2.48 4.52 2.67 -0.061
Br -4.59 2.25 1.70 -0.111
H -2.38 1.88 2.53 -1.105
C 2.52 2.18 -0.84 1.404
Br 2.69 3.53 0.62 -0.070
Br 3.94 0.87 -0.90 -0.119
Br 2.37 3.00 -2.59 -0.083
H 1.58 1.64 -0.77 -1.336
C -1.43 4.38 -1.07 1.160
Br -3.42 4.24 -1.03 -0.051
Br -0.57 5.78 0.04 -0.093
Br -0.85 4.53 -2.95 -0.059
H -1.03 3.42 -0.73 -0.926
C -3.26 -1.75 3.59 0.617
Br -4.97 -1.74 2.53 -0.091
Br -2.08 -3.30 3.25 -0.025
Br -3.50 -1.79 5.56 -0.106
H -2.72 -0.84 3.31 -0.542
C 1.34 -2.34 4.99 1.468
Br 1.12 -4.27 4.67 -0.092
Br 3.19 -2.14 5.49 -0.086
Br 0.08 -1.44 6.30 -0.073
H 1.25 -1.87 4.02 -1.222
C -0.92 -3.76 -8.71 -1.227
C -1.15 -3.29 -7.25 -0.404
C 0.09 -2.55 -6.61 -1.150
C -0.01 -2.17 -5.11 0.609
C 1.28 -1.54 -4.56 -0.957
C 1.22 -1.08 -3.06 0.835
H -0.38 -4.70 -8.86 0.300
H -0.44 -2.99 -9.32 0.323
H -1.91 -3.81 -9.17 0.374
H -2.07 -2.71 -7.28 0.289
H -1.47 -4.09 -6.58 0.344
H 0.30 -1.72 -7.28 0.405
H 0.96 -3.19 -6.81 0.402
H -0.87 -1.52 -4.95 -0.071
H -0.18 -3.07 -4.51 -0.034
H 2.08 -2.28 -4.61 0.407
H 1.65 -0.70 -5.16 0.334
H 0.37 -0.43 -2.86 -0.569
H 1.02 -1.92 -2.39 -0.499
H 2.17 -0.65 -2.76 0.162
```

As for the LUMO energy: -0.0227 hartree. As for the orbital gap: 8.43 eV. As for the total charge: 0. The value obtained for the electronic energy is -48387.38589 Ha.

No. 7
A structure of composition C39H45Br2IrN2O in a non-equilibrium geometry. Source: the OMol25 dataset; level of theory: the ωB97M-V functional and the def2-TZVPD basis.

XYZ file:
```
90
Properties=species:S:1:pos:R:3:mulliken_charge:R:1
Ir -0.04 0.46 -0.09 1.866
C 0.19 2.01 1.41 -2.104
C 0.91 0.87 1.92 0.672
C 2.00 0.64 0.97 0.298
C 1.80 1.56 -0.10 -1.160
C 0.72 2.47 0.18 0.162
C 0.34 3.75 -0.56 2.370
C 0.09 4.84 0.49 -1.702
C -0.90 3.60 -1.43 -1.604
C 1.53 4.17 -1.44 -1.821
C 3.28 -0.21 1.04 2.732
C 4.17 0.10 -0.17 -2.023
C 4.07 0.25 2.28 -1.890
C 3.10 -1.73 1.09 -1.410
C 0.68 0.46 3.38 2.313
C -0.79 0.64 3.78 -1.867
C 1.50 1.41 4.28 -1.618
C 1.02 -1.00 3.69 -1.907
H -0.57 2.54 1.96 0.874
H 2.40 1.60 -0.99 0.592
H -0.82 4.64 1.06 0.312
H -0.05 5.80 -0.01 0.424
H 0.92 4.94 1.19 0.384
H -1.77 3.31 -0.84 0.154
H -0.75 2.85 -2.21 0.110
H -1.12 4.55 -1.91 0.627
H 2.45 4.25 -0.86 0.352
H 1.32 5.14 -1.89 0.426
H 1.68 3.45 -2.25 0.339
H 4.42 1.16 -0.24 0.393
H 3.72 -0.22 -1.11 0.324
H 5.11 -0.45 -0.06 0.426
H 4.18 1.33 2.32 0.347
H 5.07 -0.18 2.22 0.546
H 3.63 -0.10 3.21 0.270
H 2.76 -2.12 0.14 0.074
H 2.42 -2.06 1.87 -0.065
H 4.08 -2.17 1.29 0.662
H -1.11 1.68 3.77 0.235
H -0.92 0.27 4.79 0.654
H -1.43 0.05 3.12 0.105
H 1.20 2.45 4.11 0.327
H 2.57 1.34 4.13 0.228
H 1.29 1.17 5.33 0.460
H 0.45 -1.68 3.05 0.153
H 0.75 -1.22 4.73 0.627
H 2.07 -1.23 3.58 0.290
C -3.18 0.94 1.52 -0.895
C -3.23 0.58 0.08 0.736
C -4.51 0.34 -0.48 -1.519
C -4.66 0.05 -1.80 -1.159
C -3.51 0.04 -2.63 1.015
C -3.54 -0.19 -4.02 0.142
Br -5.18 -0.55 -4.90 -0.191
C -2.39 -0.15 -4.76 -0.303
C -1.16 0.11 -4.13 0.282
Br 0.41 0.20 -5.16 -0.157
C -1.07 0.31 -2.77 -0.454
O 0.06 0.56 -2.15 -0.595
C -2.27 0.28 -2.01 -0.103
N -2.13 0.52 -0.66 0.491
H -4.04 1.55 1.78 0.726
H -2.27 1.47 1.76 -0.484
H -3.23 0.04 2.14 0.250
H -5.36 0.38 0.18 0.583
H -5.63 -0.15 -2.22 0.399
H -2.41 -0.31 -5.82 0.471
C -3.79 -3.60 -0.09 -0.673
C -3.10 -3.73 -1.28 -0.967
C -1.87 -3.11 -1.45 0.203
C -1.34 -2.31 -0.43 -0.409
C -2.06 -2.17 0.77 -0.197
C -3.27 -2.82 0.94 -0.749
N -0.13 -1.64 -0.59 0.437
C 0.86 -2.38 -1.23 -1.042
C 1.76 -1.80 -2.14 0.237
C 2.73 -2.59 -2.73 -1.096
C 2.85 -3.93 -2.41 -0.603
C 1.98 -4.51 -1.49 -0.922
C 0.99 -3.75 -0.91 0.340
H -4.74 -4.10 0.04 0.432
H -3.51 -4.32 -2.09 0.448
H -1.34 -3.19 -2.39 0.597
H -1.62 -1.57 1.56 0.458
H -3.80 -2.73 1.88 0.494
H 1.66 -0.76 -2.40 0.902
H 3.40 -2.14 -3.46 0.502
H 3.62 -4.53 -2.88 0.450
H 2.09 -5.55 -1.22 0.428
H 0.33 -4.19 -0.17 0.541
```

As for the LUMO energy (alpha / beta): -0.1033 / -0.1744 hartree. As for the orbital gap (alpha / beta): 7.45 / 5.50 eV. As for the total charge: +1. The value obtained for the electronic energy is -6950.06753 Ha. As for the spin multiplicity: 2. As for the expectation value of S²: 0.7838.

No. 8
The molecule C3H8OS in a non-equilibrium geometry. Source: the OMol25 dataset; level of theory: the ωB97M-V functional and the def2-TZVPD basis.

XYZ file:
```
13
Properties=species:S:1:pos:R:3:mulliken_charge:R:1
C 1.98 -0.45 0.13 -0.731
O 0.67 -0.57 -0.38 -0.310
C -0.13 0.34 0.32 -0.292
C -1.50 0.65 -0.29 -0.640
S -2.69 -0.58 0.16 -0.272
H 2.52 -1.06 -0.45 0.335
H 2.55 0.60 -0.16 0.255
H 2.20 -1.07 1.11 0.295
H -0.01 0.05 1.38 0.331
H 0.25 1.28 -0.04 0.269
H -1.68 0.87 -1.36 0.342
H -1.75 1.53 0.56 0.283
H -2.42 -1.58 -0.97 0.134
```

As for the LUMO energy: 0.0325 hartree. As for the orbital gap: 9.72 eV. As for the SMILES: COCCS. As for the total charge: 0. The value obtained for the electronic energy is -592.40178 Ha.

No. 9
The molecule C9H7FN2S in a non-equilibrium geometry. Source: the OMol25 dataset; level of theory: the ωB97M-V functional and the def2-TZVPD basis.

XYZ file:
```
20
Properties=species:S:1:pos:R:3:mulliken_charge:R:1
N 3.89 1.30 0.05 -0.562
C 2.94 0.27 -0.04 0.400
N 1.65 0.52 -0.07 -0.463
C 0.77 -0.63 -0.13 -0.240
C -0.63 -0.31 -0.11 0.368
C -0.97 1.03 -0.26 -0.305
C -2.24 1.43 -0.02 -0.515
C -3.17 0.51 0.09 -0.477
C -2.87 -0.90 0.07 -0.617
C -1.57 -1.24 -0.03 0.451
F -1.29 -2.59 0.10 -0.321
C 1.40 -1.76 -0.17 -0.241
S 3.17 -1.45 -0.05 -0.202
H 3.57 2.19 0.69 0.302
H 4.76 1.04 0.51 0.291
H -0.17 1.77 -0.53 0.388
H -2.53 2.49 0.10 0.364
H -4.16 0.74 -0.12 0.387
H -3.56 -1.69 -0.01 0.455
H 1.01 -2.71 -0.08 0.539
```

As for the LUMO energy: 0.0205 hartree. As for the orbital gap: 9.00 eV. As for the SMILES: Nc1nc(-c2ccccc2F)cs1. As for the total charge: 0. The value obtained for the electronic energy is -954.67357 Ha.

No. 10
A structure of composition C17H30FeN6S in a non-equilibrium geometry. Source: the OMol25 dataset; level of theory: the ωB97M-V functional and the def2-TZVPD basis.

XYZ file:
```
55
Properties=species:S:1:pos:R:3:mulliken_charge:R:1
Fe 0.20 0.28 -0.30 0.412
C -2.00 -0.22 2.35 -0.879
C -2.54 -0.39 0.94 -0.616
N -1.94 0.57 -0.04 -0.229
C -2.30 1.99 0.14 -0.674
C -1.40 2.79 -0.74 -0.948
N 0.00 2.47 -0.40 -0.121
C 0.97 3.18 -1.28 -0.691
C 2.37 3.05 -0.73 -0.509
C 2.92 1.67 -0.96 -0.966
N 2.29 0.62 -0.10 -0.120
C 2.74 0.59 1.31 -1.026
C 1.62 0.87 2.31 -0.634
N 0.26 0.59 1.75 0.253
C -0.52 -0.47 2.46 -0.488
H -2.53 -0.94 2.98 0.494
H -2.26 0.76 2.76 0.230
H -3.62 -0.28 0.95 0.426
H -2.32 -1.40 0.58 0.332
H -2.28 0.29 -0.97 0.440
H -2.18 2.26 1.20 0.319
H -3.34 2.18 -0.12 0.524
H -1.60 3.86 -0.62 0.477
H -1.57 2.55 -1.79 0.438
H 0.19 2.80 0.54 0.326
H 0.70 4.23 -1.36 0.459
H 0.91 2.76 -2.29 0.410
H 2.40 3.33 0.33 0.270
H 3.02 3.77 -1.24 0.408
H 4.00 1.66 -0.80 0.452
H 2.76 1.38 -2.00 0.473
H 2.58 -0.27 -0.53 0.424
H 3.53 1.33 1.45 0.405
H 3.20 -0.37 1.51 0.769
H 1.66 1.91 2.63 0.358
H 1.79 0.26 3.20 0.388
H -0.28 1.45 1.83 0.269
H -0.24 -0.49 3.51 0.529
H -0.28 -1.44 2.03 0.299
N 1.88 -2.71 1.42 -0.205
C 0.99 -2.90 0.39 0.367
N 0.44 -1.94 -0.33 0.231
C -0.43 -2.51 -1.32 -0.154
C -1.12 -1.80 -2.29 -0.204
C -1.95 -2.50 -3.18 -1.054
C -2.07 -3.86 -3.09 -0.631
C -1.38 -4.58 -2.14 -0.569
C -0.55 -3.86 -1.27 0.784
S 0.48 -4.50 0.00 -0.180
H 2.20 -1.80 1.65 -0.124
H 2.29 -3.48 1.91 0.217
H -0.99 -0.72 -2.40 0.496
H -2.50 -1.98 -3.94 0.444
H -2.71 -4.38 -3.80 0.442
H -1.47 -5.65 -2.08 0.455
```

As for the LUMO energy (alpha / beta): -0.4537 / -0.4202 hartree. As for the orbital gap (alpha / beta): 5.08 / 5.99 eV. As for the total charge: +3. The value obtained for the electronic energy is -2655.22632 Ha. As for the spin multiplicity: 2. As for the expectation value of S²: 0.8860.

No. 11
The molecule C5H11NO. Source: the OMol25 dataset; level of theory: the ωB97M-V functional and the def2-TZVPD basis.

XYZ file:
```
18
Properties=species:S:1:pos:R:3:mulliken_charge:R:1
C -1.70 1.83 -0.76 -0.839
N -1.06 0.55 -1.02 -0.209
C -0.79 -0.18 0.16 0.107
O -1.50 -0.12 1.14 -0.584
C 0.52 -0.92 0.11 0.768
C 1.66 -0.01 -0.42 -1.107
C 0.86 -1.55 1.47 -1.529
H -2.65 1.75 -0.22 0.294
H -1.82 2.37 -1.70 0.341
H -1.01 2.40 -0.12 0.268
H -1.50 0.01 -1.75 0.251
H 0.30 -1.72 -0.61 0.240
H 2.50 0.04 0.27 0.382
H 1.30 1.01 -0.59 0.262
H 2.04 -0.37 -1.38 0.256
H 1.81 -2.10 1.41 0.413
H 0.96 -0.77 2.23 0.334
H 0.07 -2.23 1.79 0.353
```

As for the LUMO energy: 0.0324 hartree. As for the orbital gap: 10.33 eV. As for the SMILES: CNC(=O)C(C)C. As for the total charge: 0. The value obtained for the electronic energy is -327.09978 Ha.